Formula: C27H54AlIO2P2S
Source: the Open Molecules 2025 dataset
Level of theory: ωB97M-V/def2-TZVPD

Geometry as XYZ:
```
88
Properties=species:S:1:pos:R:3
C -6.27231 -3.87310 2.20138
C -7.31515 -4.05017 0.92231
C -6.57927 -4.03367 -0.54262
I -5.17397 -2.29956 -0.55346
Al -5.39425 -5.70479 -0.68249
C -4.35858 -5.79524 -2.49700
C -2.74003 -5.75141 -2.09091
C -1.93365 -7.15561 -1.81897
C -0.35852 -7.05400 -1.37533
C 0.32577 -5.53588 -1.22173
C -0.47440 -4.13304 -1.50746
C 0.16261 -2.62918 -1.34656
C -2.05931 -4.24559 -1.95318
P -6.49853 -7.71574 -0.25362
O -8.19461 -7.71106 -0.65040
O -5.58079 -8.95885 -1.13020
S -6.23628 -8.15797 1.66070
H -5.15549 -4.11454 1.92679
H -6.31724 -2.75630 2.57402
H -6.61586 -4.64686 3.00939
H -7.79018 -5.13465 1.04586
H -8.12256 -3.18784 1.04519
H -7.32108 -3.86924 -1.43301
H -4.28698 -5.56114 0.48285
H -4.65502 -6.77041 -3.07687
H -4.64941 -4.89057 -3.21807
H -2.54530 -8.15633 -1.96212
H 0.25192 -8.05332 -1.14622
H 1.46419 -5.54984 -0.86659
H 0.28857 -2.17759 -2.43229
H -0.57571 -1.92648 -0.72724
H 1.18728 -2.59202 -0.76228
H -2.75377 -3.30103 -2.16680
H -8.70385 -8.18477 0.09180
H -4.97593 -9.42706 -0.46843
C 4.85001 7.08581 0.36551
C 4.35876 6.20481 1.50384
C 4.92683 4.78866 1.46028
C 4.30916 3.85163 0.41876
P 2.73134 3.11199 0.76599
C 2.84836 2.39316 2.42724
C 3.99175 1.45532 2.80506
C 3.96436 0.02627 2.25735
C 2.64851 -0.71391 2.44307
C 2.43648 1.73080 -0.30526
C 2.30676 1.85205 -1.81485
C 1.01776 2.45368 -2.35736
C -0.26273 1.93724 -1.71808
C 1.36646 4.22938 0.95916
C 0.71647 5.08895 -0.12116
C 1.63168 5.85011 -1.07539
C 1.63091 7.35190 -0.82750
H 4.62244 6.65812 -0.61073
H 4.38501 8.07769 0.42785
H 5.93549 7.22664 0.42493
H 3.26979 6.18587 1.51379
H 4.66195 6.67284 2.44741
H 4.81712 4.34585 2.45491
H 6.00728 4.85317 1.27490
H 5.00493 3.00942 0.31398
H 4.30813 4.32372 -0.56736
H 1.88646 1.92288 2.65813
H 2.90706 3.24969 3.10821
H 4.00092 1.38017 3.90065
H 4.94751 1.90924 2.52655
H 4.75087 -0.54794 2.76486
H 4.24686 0.01757 1.20372
H 2.43822 -0.86979 3.50589
H 2.70048 -1.69456 1.96084
H 1.80422 -0.18067 2.00293
H 1.60672 1.13907 0.09118
H 3.31987 1.09907 -0.18372
H 2.39957 0.84228 -2.23284
H 3.15923 2.42048 -2.20728
H 0.97032 2.26201 -3.43754
H 1.07179 3.53356 -2.26830
H -0.42136 0.88117 -1.95716
H -1.11970 2.50393 -2.09914
H -0.26180 2.05170 -0.63109
H 1.61963 4.89584 1.79011
H 0.55229 3.60920 1.36021
H 0.03856 5.79335 0.38015
H 0.04277 4.45773 -0.70556
H 1.27813 5.70348 -2.10247
H 2.64534 5.46166 -1.04714
H 0.64883 7.77936 -1.05392
H 2.36386 7.84626 -1.47979
H 1.87600 7.58698 0.20973
```

- Total charge: 0
- HOMO-LUMO gap: 5.3 eV

Results of the Mulliken charge analysis, in e, for atoms 1 through 5: atom 1 (C): -0.81, atom 2 (C): -0.36, atom 3 (C): -0.52, atom 4 (I): -0.13, atom 5 (Al): -0.18


Formula: C27H54Br6O9
Source: the Open Molecules 2025 dataset
Level of theory: ωB97M-V/def2-TZVPD

Geometry as XYZ:
```
96
Properties=species:S:1:pos:R:3
C 3.52822 2.41288 0.62839
C 2.33238 2.59207 -0.26827
O 1.24407 2.19370 0.07381
C 2.53025 3.19774 -1.61127
H 3.22781 1.73887 1.43102
H 3.87099 3.36112 1.03946
H 4.33038 1.91444 0.08090
H 1.58888 3.53236 -2.03141
H 3.07297 2.54449 -2.30237
H 3.20313 4.06824 -1.57361
C -1.26393 -4.22976 -2.77359
C -1.08059 -3.20022 -3.86897
O -2.03346 -2.72854 -4.42714
C 0.32835 -2.92398 -4.34280
H -2.28890 -4.15526 -2.39801
H -0.54796 -4.16769 -1.95695
H -1.26226 -5.22780 -3.22694
H 0.30718 -2.32034 -5.25057
H 0.83979 -3.84217 -4.64058
H 0.88167 -2.39108 -3.56569
C -0.17023 -0.23211 2.49865
C 0.20253 -1.20792 1.44354
O 1.31407 -1.68923 1.38556
C -0.83982 -1.47518 0.38913
H -1.25339 -0.12965 2.53375
H 0.35555 0.69944 2.32226
H 0.08034 -0.54601 3.51551
H -1.81241 -1.69365 0.82581
H -0.50424 -2.23363 -0.31471
H -0.93903 -0.54858 -0.19490
O 2.61259 0.21761 4.25254
C 2.74240 -0.60281 5.11989
O 3.25852 -1.79869 4.91142
C 3.77220 -2.03774 3.59214
C 5.18669 -1.48054 3.40933
C 2.21839 -0.42026 6.52846
H 3.10594 -1.58697 2.85746
H 3.73366 -3.11421 3.46509
H 5.39146 -0.59082 3.99625
H 5.34274 -1.23848 2.35449
H 5.94069 -2.24867 3.60481
H 2.58187 -1.19413 7.19945
H 1.13315 -0.39629 6.52358
H 2.60194 0.53504 6.89149
O 5.34177 -1.42829 -3.86104
C 4.75049 -0.38806 -4.00970
O 3.90967 0.12732 -3.10824
C 3.51487 -0.59358 -1.94695
C 4.59775 -1.08301 -1.00544
C 4.90465 0.53516 -5.18883
H 3.03083 -1.50427 -2.31722
H 2.81539 0.06333 -1.44174
H 4.14684 -1.67081 -0.22148
H 5.20595 -0.26114 -0.61738
H 5.28935 -1.74103 -1.53554
H 5.15795 1.53142 -4.83325
H 3.97887 0.56563 -5.76438
H 5.68340 0.15424 -5.83990
O -5.60002 -3.33723 -1.95371
C -5.69713 -2.82150 -0.87525
O -6.84903 -2.75452 -0.17028
C -8.03394 -3.20887 -0.85631
C -8.56570 -2.14803 -1.80152
C -4.54603 -2.17778 -0.15431
H -8.76459 -3.45661 -0.09040
H -7.78450 -4.12732 -1.38496
H -8.31562 -1.15638 -1.41895
H -9.64899 -2.19702 -1.88108
H -8.09524 -2.24356 -2.77845
H -3.99424 -1.57983 -0.87841
H -3.85445 -2.93386 0.22589
H -4.84096 -1.59569 0.71536
Br -2.42290 1.88003 1.16726
C -4.15762 2.58147 0.61186
C -4.71958 3.43139 1.72223
Br -6.55171 3.91179 1.25009
H -4.78891 1.73355 0.37271
H -3.96791 3.15413 -0.28903
H -4.15984 4.34961 1.85604
H -4.81221 2.90741 2.66398
Br 2.21555 4.88307 5.53254
C 1.75023 3.35125 4.46041
C 0.91452 3.67524 3.28424
Br -0.68031 4.69611 3.66899
H 1.31992 2.56194 5.06273
H 2.71533 3.00190 4.10504
H 0.62393 2.79441 2.71120
H 1.45130 4.24607 2.52321
Br 0.20406 1.01876 -3.20852
C -1.34801 1.97511 -2.51511
C -1.42097 3.22030 -3.34815
Br -3.17457 4.01864 -3.04586
H -1.34804 2.25987 -1.46420
H -2.21755 1.38125 -2.77328
H -1.31717 3.05107 -4.41333
H -0.70946 3.99137 -3.06799
```

- Total charge: 0
- Energy above the lowest of the compared OMol25 structures with the same formula, charge and spin: 0.0 kcal/mol
- SMILES string: CCOC(C)=O.CCOC(C)=O.CCOC(C)=O.CC(C)=O.CC(C)=O.CC(C)=O.BrCCBr.BrCCBr.BrCCBr
- HOMO-LUMO gap: 9.9 eV

Results of the Mulliken charge analysis, in e, for atoms 1 through 5: atom 1 (C): -0.87, atom 2 (C): 0.67, atom 3 (O): -0.27, atom 4 (C): -0.60, atom 5 (H): -0.05


Formula: C27H54ClF2N2O7PSi2
Source: the Open Molecules 2025 dataset
Level of theory: ωB97M-V/def2-TZVPD

Geometry as XYZ:
```
96
Properties=species:S:1:pos:R:3
C 1.55130 -6.93149 3.32448
O 2.21032 -5.85767 2.68926
C 3.45541 -6.16308 2.06296
Si 3.41257 -5.70000 0.23633
C 2.59224 -4.08161 -0.18213
C 3.05636 -2.89503 0.59418
C 4.53266 -2.78260 0.88128
O 3.43857 -3.10788 1.87224
O 2.66410 -6.81406 -0.77476
Si 2.32924 -8.35236 -0.29112
C 3.85258 -9.37440 0.18294
C 3.40644 -10.49325 1.02802
O 2.27743 -10.96456 1.05018
F 4.36165 -11.02212 1.81507
P 1.43395 -9.50734 -2.03037
O -0.11638 -8.91752 -2.09855
Cl 2.31386 -8.65294 -3.68573
C 5.22995 -5.75264 -0.38871
C 5.47328 -4.88913 -1.59506
F 5.52091 -7.06630 -0.78661
H 0.67532 -7.20109 2.75456
H 2.18412 -7.79507 3.48147
H 1.20276 -6.61078 4.29438
H 3.81711 -7.15949 2.29035
H 4.19420 -5.50409 2.50876
H 2.66577 -3.80459 -1.22152
H 1.55556 -4.13898 0.13085
H 2.56979 -1.97943 0.38021
H 5.15953 -3.58692 1.20196
H 4.74459 -1.77466 1.17207
H 1.30784 -8.45283 0.76877
H 4.65507 -8.80635 0.62490
H 4.26096 -9.80376 -0.72281
H -0.50452 -9.05300 -1.23225
H 5.93791 -5.51276 0.39527
H 4.96049 -5.32643 -2.43520
H 5.08375 -3.89048 -1.46994
H 6.52576 -4.80925 -1.80359
C 0.41873 4.44441 1.06683
C 0.76580 3.10786 0.35985
C -0.51214 2.39829 -0.08409
C -1.29564 1.76956 1.06609
C -0.39761 0.85534 1.89545
C 0.86681 1.55900 2.38356
N 1.58014 2.23891 1.26242
O 2.23270 1.37106 0.57240
C 0.49266 2.56561 3.48643
C 1.78859 0.55070 3.05077
C 1.56709 3.48310 -0.87915
H -0.61548 4.48455 1.40932
H 1.06770 4.62659 1.92191
H 0.55872 5.28989 0.39686
H -0.25841 1.61083 -0.80116
H -1.14591 3.10898 -0.61941
H -1.74419 2.54671 1.69150
H -2.12639 1.18970 0.65876
H -0.95002 0.47004 2.75438
H -0.12316 -0.01486 1.29031
H 1.36204 3.14975 3.78962
H 0.12988 2.03246 4.36447
H -0.29671 3.25608 3.19828
H 2.02708 -0.28185 2.39165
H 1.31134 0.13195 3.93523
H 2.72235 1.01836 3.36530
H 2.51024 3.95973 -0.60847
H 0.98785 4.18375 -1.47809
H 1.78523 2.62151 -1.50721
C -6.00686 4.34960 -1.81156
C -4.90729 5.12331 -1.03739
C -5.52281 6.30232 -0.28365
C -5.92432 7.46525 -1.18838
C -4.74742 7.89327 -2.06362
C -4.14671 6.73543 -2.85849
N -3.83580 5.57510 -1.97285
O -2.74788 5.79759 -1.32362
C -5.11877 6.32442 -3.97896
C -2.88433 7.20451 -3.56788
C -4.33542 4.14420 -0.02466
H -6.91336 4.93725 -1.95715
H -5.65523 4.02149 -2.78791
H -6.29959 3.44661 -1.27919
H -4.80493 6.67125 0.45541
H -6.39060 5.95189 0.27841
H -6.78650 7.19478 -1.80416
H -6.24397 8.30699 -0.57182
H -5.06586 8.67515 -2.75520
H -3.97617 8.33783 -1.42714
H -4.75573 5.43937 -4.50233
H -5.20189 7.12886 -4.70856
H -6.12855 6.12201 -3.62931
H -2.15938 7.63267 -2.87894
H -3.14091 7.97544 -4.29281
H -2.40571 6.38312 -4.10214
H -3.84749 3.30542 -0.52471
H -5.13507 3.75000 0.60041
H -3.61323 4.61280 0.64223
```

- Spin multiplicity: 3
- Total charge: 0
- Energy above the lowest of the compared OMol25 structures with the same formula, charge and spin: 0.0 kcal/mol
- ⟨S²⟩: 2.0081
- HOMO-LUMO gap (spin up / spin down): 8.8 / 8.4 eV

Results of the Mulliken charge analysis, in e, for atoms 1 through 5: atom 1 (C): -0.75, atom 2 (O): -0.35, atom 3 (C): -0.60, atom 4 (Si): -0.19, atom 5 (C): -1.08